Entry 1:
Density functional theory data (ωB97M-V/def2-TZVPD) for C48H40N3P2RhSi as an isolated structure.

Computed properties:
- lowest unoccupied orbital energy (eV) = -6.211
- total charge = +2
- E_tot (eV) = -84346.4095
- frontier orbital gap (eV) = 7.25
- spin multiplicity = 1

Last column: Mulliken charge in e.
Element x y z (Å)
Rh (0.444, -0.987, 0.113)  -0.424
C (0.214, -3.918, 2.698)  -1.401
Si (0.253, -2.177, 2.049)  1.993
C (1.943, -1.345, 2.209)  1.088
C (2.164, -0.720, 3.445)  -1.191
C (3.317, -0.010, 3.724)  -0.911
C (4.308, 0.071, 2.758)  -1.005
C (4.111, -0.521, 1.523)  -0.704
C (2.930, -1.196, 1.185)  0.563
P (3.137, -1.685, -0.664)  -0.157
C (2.844, -0.104, -1.573)  0.610
C (3.924, 0.781, -1.595)  -0.152
C (3.813, 2.037, -2.173)  -1.036
C (2.621, 2.425, -2.764)  -0.483
C (1.554, 1.541, -2.799)  -1.159
C (1.661, 0.283, -2.221)  0.865
C (1.628, -2.624, -1.107)  0.086
C (1.213, -3.591, -0.177)  -1.008
C (0.364, -4.643, -0.539)  -1.135
C (-0.037, -4.763, -1.846)  -0.473
C (0.391, -3.832, -2.804)  -0.938
C (1.203, -2.784, -2.452)  -0.862
C (-1.376, -1.494, 2.683)  1.989
C (-1.765, -1.460, 4.021)  -1.141
C (-3.053, -1.083, 4.377)  -0.986
C (-3.986, -0.772, 3.398)  -0.873
C (-3.630, -0.824, 2.058)  -0.746
C (-2.332, -1.175, 1.700)  -1.531
P (-1.787, -1.203, -0.047)  3.374
C (-2.614, 0.098, -0.987)  0.836
C (-3.982, -0.022, -1.255)  -0.716
C (-4.636, 0.960, -1.978)  -0.991
C (-3.932, 2.057, -2.457)  -0.984
C (-2.572, 2.170, -2.212)  -0.724
C (-1.912, 1.198, -1.475)  0.334
C (-2.454, -2.734, -0.733)  0.714
C (-2.639, -2.845, -2.111)  -0.558
C (-3.215, -3.987, -2.644)  -0.814
C (-3.594, -5.030, -1.808)  -0.772
C (-3.392, -4.933, -0.438)  -0.882
C (-2.828, -3.786, 0.102)  -0.535
H (0.172, -3.779, 3.785)  0.527
H (1.075, -4.549, 2.487)  0.520
H (-0.705, -4.437, 2.423)  0.300
H (1.410, -0.804, 4.221)  0.324
H (3.459, 0.442, 4.696)  0.493
H (5.245, 0.569, 2.972)  0.507
H (4.920, -0.481, 0.803)  0.523
H (4.873, 0.484, -1.167)  0.373
H (4.664, 2.705, -2.175)  0.476
H (2.532, 3.402, -3.220)  0.494
H (0.634, 1.823, -3.295)  0.619
H (0.811, -0.386, -2.285)  -0.018
H (1.744, -3.644, 0.764)  1.793
H (0.081, -5.384, 0.197)  0.524
H (-0.661, -5.593, -2.147)  0.579
H (0.099, -3.955, -3.838)  0.477
H (1.570, -2.119, -3.221)  0.655
H (-1.062, -1.723, 4.804)  0.464
H (-3.333, -1.040, 5.421)  0.441
H (-4.991, -0.490, 3.679)  0.478
H (-4.362, -0.572, 1.302)  0.378
H (-4.533, -0.893, -0.923)  0.512
H (-5.694, 0.863, -2.180)  0.477
H (-4.444, 2.818, -3.031)  0.445
H (-2.019, 3.016, -2.600)  0.431
H (-0.851, 1.303, -1.293)  -0.170
H (-2.362, -2.028, -2.767)  0.568
H (-3.378, -4.059, -3.711)  0.482
H (-4.056, -5.915, -2.225)  0.453
H (-3.699, -5.740, 0.214)  0.484
H (-2.716, -3.703, 1.176)  0.580
C (-0.713, 2.847, 2.002)  -1.452
C (-0.779, 1.548, 1.536)  -0.319
N (0.263, 0.941, 0.950)  1.505
C (1.401, 1.648, 0.824)  -0.909
C (1.542, 2.960, 1.235)  0.516
C (0.454, 3.567, 1.851)  -0.316
C (2.840, 3.647, 1.045)  -1.224
C (3.072, 4.709, 0.276)  -0.787
C (2.124, 5.389, -0.628)  0.881
C (2.476, 6.595, -1.218)  -0.818
C (1.551, 7.179, -2.070)  -0.314
N (0.373, 6.619, -2.323)  -0.566
C (0.136, 5.466, -1.711)  -0.192
N (0.942, 4.814, -0.886)  -0.049
H (-1.585, 3.281, 2.470)  0.608
H (-1.691, 0.989, 1.641)  0.064
H (2.236, 1.151, 0.354)  0.213
H (0.526, 4.591, 2.194)  0.537
H (3.673, 3.235, 1.605)  0.551
H (4.074, 5.124, 0.285)  0.422
H (3.429, 7.065, -1.019)  0.453
H (1.761, 8.120, -2.564)  0.440
H (-0.831, 5.011, -1.903)  0.403



Entry 2:
Density functional theory data (ωB97M-V/def2-TZVPD) for C48H40N4OP2PdS as an isolated structure.

Computed properties:
- lowest unoccupied orbital energy (spin up / spin down) (eV) = -4.822 / -7.983
- total charge = +2
- E_tot (eV) = -91308.2741
- frontier orbital gap (spin up / spin down) (eV) = 5.37 / 4.39
- spin multiplicity = 5

Last column: Löwdin spin population.
Element x y z (Å)
Pd (0.623, 0.551, -0.069)  0.616
C (-2.263, 3.209, 1.695)  0.028
C (-1.395, 2.404, 0.782)  0.207
N (-1.001, 1.134, 1.075)  0.181
N (-1.509, 0.594, 2.216)  -0.025
C (-1.419, -0.663, 2.413)  0.082
O (-1.165, -1.457, 1.307)  0.040
C (-1.676, -1.174, 3.786)  0.002
C (-1.583, -2.511, 4.144)  0.024
C (-1.747, -2.914, 5.466)  -0.001
C (-2.026, -1.982, 6.449)  0.017
C (-2.148, -0.641, 6.097)  -0.002
C (-1.967, -0.241, 4.787)  0.015
C (-0.936, 2.904, -0.451)  0.109
C (-1.294, 4.170, -0.974)  0.061
C (-0.855, 4.548, -2.210)  0.045
C (-0.037, 3.681, -2.968)  0.097
C (0.320, 2.482, -2.419)  0.032
N (-0.104, 2.098, -1.200)  0.209
H (-2.397, 2.683, 2.635)  0.000
H (-3.251, 3.390, 1.266)  0.009
H (-1.810, 4.183, 1.893)  0.007
H (-1.392, -3.269, 3.404)  0.007
H (-1.669, -3.964, 5.716)  0.000
H (-2.159, -2.294, 7.477)  0.001
H (-2.387, 0.098, 6.852)  0.000
H (-2.050, 0.804, 4.522)  0.001
H (-1.920, 4.824, -0.384)  0.003
H (-1.139, 5.511, -2.612)  0.001
H (0.304, 3.942, -3.959)  0.005
H (0.952, 1.783, -2.949)  0.001
S (3.190, -1.103, -3.300)  0.015
C (4.159, 0.031, -2.485)  0.026
C (3.490, 0.631, -1.449)  0.046
C (2.164, 0.134, -1.293)  0.014
C (1.866, -0.791, -2.250)  0.001
C (0.507, -1.312, -2.389)  0.011
C (0.079, -2.267, -3.298)  0.006
C (-1.263, -2.611, -3.322)  -0.006
C (-2.150, -1.990, -2.451)  0.008
C (-1.659, -1.051, -1.565)  0.017
N (-0.365, -0.737, -1.539)  0.186
H (5.160, 0.231, -2.835)  0.001
H (3.909, 1.460, -0.893)  0.019
H (0.786, -2.726, -3.977)  0.001
H (-1.619, -3.354, -4.024)  0.000
H (-3.206, -2.220, -2.461)  0.001
H (-2.294, -0.533, -0.861)  0.003
C (3.532, -1.009, 1.636)  0.068
P (1.715, -0.703, 1.616)  0.048
C (1.446, 0.060, 3.237)  0.018
C (1.475, -0.723, 4.391)  0.004
C (1.306, -0.131, 5.635)  0.000
C (1.102, 1.240, 5.727)  0.002
C (1.069, 2.022, 4.578)  0.001
C (1.243, 1.435, 3.335)  0.010
C (1.069, -2.380, 1.717)  0.222
C (1.774, -3.473, 2.137)  0.017
C (1.225, -4.770, 2.102)  0.302
C (-0.123, -4.968, 1.707)  0.008
C (-0.887, -3.921, 1.320)  0.222
C (-0.288, -2.574, 1.106)  0.067
P (4.698, 0.351, 1.425)  0.456
C (6.320, -0.283, 1.582)  0.060
C (7.350, 0.652, 1.836)  0.060
C (8.651, 0.218, 1.979)  -0.004
C (8.946, -1.136, 1.849)  0.080
C (7.941, -2.064, 1.567)  0.002
C (6.638, -1.646, 1.411)  0.049
C (4.464, 1.659, 2.620)  0.072
C (4.713, 1.404, 3.971)  0.018
C (4.547, 2.428, 4.886)  0.005
C (4.159, 3.696, 4.457)  0.000
C (3.919, 3.947, 3.114)  0.000
C (4.067, 2.925, 2.187)  0.008
H (3.750, -1.733, 0.846)  0.000
H (3.759, -1.446, 2.613)  0.014
H (1.592, -1.798, 4.324)  0.000
H (1.306, -0.744, 6.527)  0.000
H (0.957, 1.699, 6.697)  0.000
H (0.896, 3.088, 4.652)  0.000
H (1.202, 2.050, 2.443)  0.007
H (2.778, -3.366, 2.533)  -0.003
H (1.821, -5.610, 2.429)  0.016
H (-0.554, -5.959, 1.769)  -0.005
H (-1.935, -4.037, 1.067)  0.009
H (-0.140, -2.518, 0.016)  0.036
H (7.115, 1.704, 1.937)  0.002
H (9.439, 0.929, 2.187)  -0.002
H (9.968, -1.475, 1.958)  0.004
H (8.186, -3.112, 1.467)  -0.001
H (5.873, -2.373, 1.174)  0.002
H (5.036, 0.425, 4.306)  0.000
H (4.732, 2.242, 5.935)  0.001
H (4.050, 4.494, 5.181)  0.000
H (3.626, 4.935, 2.786)  0.000
H (3.884, 3.117, 1.136)  0.002



Entry 3:
Density functional theory data (ωB97M-V/def2-TZVPD) for C48H41BClCsF5N10O3S2 as an isolated structure in a non-equilibrium geometry.

Computed properties:
- lowest unoccupied orbital energy (spin up / spin down) (eV) = 3.048 / 0.768
- total charge = -2
- E_tot (eV) = -120493.7012
- frontier orbital gap (spin up / spin down) (eV) = 4.36 / 2.08
- spin multiplicity = 2

Last column: Löwdin spin population.
Element x y z (Å)
Cs (-0.058, -0.759, -0.569)  0.000
C (1.913, 2.915, -2.110)  0.000
C (0.509, 3.392, -2.263)  0.000
C (0.004, 4.392, -3.112)  0.000
C (-1.342, 4.437, -2.822)  0.000
N (-1.590, 3.524, -1.863)  0.000
N (-0.472, 2.885, -1.539)  0.000
B (-2.958, 3.168, -1.254)  0.000
N (-3.475, 1.903, -1.928)  0.000
C (-3.803, 1.740, -3.224)  0.000
C (-4.021, 0.399, -3.439)  0.000
C (-3.789, -0.200, -2.187)  0.000
C (-3.844, -1.642, -1.818)  0.001
N (-3.465, 0.725, -1.302)  0.001
N (-2.852, 2.930, 0.244)  0.001
C (-3.858, 3.075, 1.130)  0.000
C (-3.406, 2.651, 2.356)  0.001
C (-2.083, 2.233, 2.117)  0.001
C (-1.110, 1.641, 3.071)  0.001
N (-1.786, 2.417, 0.846)  0.001
N (-3.898, 4.364, -1.481)  0.000
C (-3.706, 5.592, -0.965)  0.000
C (-4.777, 6.378, -1.331)  0.000
C (-5.595, 5.519, -2.084)  0.000
C (-6.911, 5.817, -2.724)  0.000
N (-5.043, 4.317, -2.161)  0.000
H (2.612, 3.751, -2.163)  0.000
H (2.169, 2.202, -2.898)  0.000
H (2.016, 2.423, -1.144)  0.000
H (0.542, 4.990, -3.824)  0.000
H (-2.122, 5.050, -3.234)  0.000
H (-3.882, 2.582, -3.884)  0.000
H (-4.302, -0.085, -4.356)  0.000
H (-4.650, -2.150, -2.347)  0.000
H (-3.991, -1.733, -0.743)  0.003
H (-2.902, -2.126, -2.077)  0.000
H (-4.808, 3.469, 0.828)  0.000
H (-3.940, 2.628, 3.285)  0.000
H (-1.178, 2.122, 4.047)  0.000
H (-0.100, 1.745, 2.680)  0.000
H (-1.320, 0.578, 3.199)  0.001
H (-2.833, 5.817, -0.381)  0.000
H (-4.947, 7.413, -1.094)  0.000
H (-7.167, 6.868, -2.594)  0.000
H (-7.694, 5.205, -2.278)  0.000
H (-6.878, 5.585, -3.787)  0.000
C (1.076, -3.597, 1.557)  0.005
C (2.125, -2.958, 2.399)  0.000
C (2.939, -3.745, 3.246)  0.000
C (3.850, -3.132, 4.057)  0.000
C (3.986, -1.729, 4.024)  0.000
C (4.877, -1.030, 4.858)  0.000
C (4.952, 0.338, 4.782)  0.000
C (4.181, 1.037, 3.860)  0.000
C (3.310, 0.391, 2.993)  0.000
S (2.447, 1.301, 1.832)  0.000
C (3.168, -1.029, 3.093)  0.000
N (2.264, -1.656, 2.333)  0.000
H (0.908, -4.629, 1.860)  0.000
H (1.381, -3.589, 0.508)  0.000
H (0.145, -3.038, 1.642)  0.007
H (2.830, -4.821, 3.243)  0.000
H (4.480, -3.702, 4.730)  0.000
H (5.478, -1.583, 5.568)  0.000
H (5.612, 0.888, 5.441)  0.000
H (4.242, 2.113, 3.804)  0.000
C (0.307, -8.332, -3.960)  0.000
C (0.441, -7.062, -4.742)  0.000
C (0.889, -7.072, -6.049)  0.000
C (0.993, -5.889, -6.762)  0.000
Cl (1.548, -5.944, -8.410)  0.000
C (0.674, -4.678, -6.184)  0.000
C (0.222, -4.657, -4.878)  0.000
C (0.096, -5.834, -4.140)  0.000
O (-0.365, -5.893, -2.881)  0.000
C (-0.908, -4.715, -2.303)  0.000
C (0.102, -3.516, -2.116)  0.000
O (1.226, -3.784, -1.693)  0.000
O (-0.357, -2.405, -2.430)  0.000
H (0.782, -9.159, -4.481)  0.000
H (-0.745, -8.570, -3.803)  0.000
H (0.761, -8.208, -2.980)  0.000
H (1.171, -8.002, -6.519)  0.000
H (0.777, -3.760, -6.741)  0.000
H (-0.010, -3.710, -4.423)  0.000
H (-1.257, -5.019, -1.313)  0.000
H (-1.760, -4.359, -2.895)  0.000
F (-5.189, -5.969, 5.477)  0.028
C (-4.564, -5.010, 4.751)  0.097
C (-4.413, -3.722, 5.260)  -0.015
F (-4.899, -3.435, 6.488)  -0.011
C (-3.774, -2.751, 4.520)  0.080
F (-3.650, -1.521, 5.054)  0.020
C (-3.242, -2.999, 3.234)  0.059
S (-2.458, -1.796, 2.344)  0.641
C (-3.416, -4.318, 2.753)  0.079
F (-2.932, -4.636, 1.535)  0.020
C (-4.057, -5.295, 3.485)  -0.015
F (-4.203, -6.542, 2.986)  -0.011
N (2.763, -0.675, -1.167)  0.000
C (3.580, -0.566, -1.958)  0.000
C (4.596, -0.388, -2.931)  0.000
C (5.670, 0.459, -2.657)  0.000
C (6.653, 0.653, -3.609)  0.000
C (6.570, 0.008, -4.834)  0.000
C (5.505, -0.836, -5.108)  0.000
C (4.516, -1.040, -4.162)  0.000
H (5.718, 0.959, -1.701)  0.000
H (7.487, 1.310, -3.399)  0.000
H (7.340, 0.167, -5.578)  0.000
H (5.447, -1.336, -6.065)  0.000
H (3.683, -1.696, -4.360)  0.000



- Which of these has the highest E_tot?
  C48H40N3P2RhSi



- The lowest spin multiplicity belongs to which entry?
  C48H40N3P2RhSi



- Number 1 is which compound?
  C48H40N3P2RhSi



- What is the total charge in the second record?
  +2